# 1
The following is a quantum chemistry calculation of a gas-phase ion, C7H12Cl2N2P (charge +1), from OMol25.

Geometry (Å):
C 0.764 -0.761 0.121
C 0.998 0.530 -0.106
C -1.167 0.313 0.145
C 1.800 -1.740 0.169
C 2.312 1.050 -0.552
C -1.235 -2.137 0.577
C -0.370 2.625 -0.305
N -0.607 -0.853 0.338
N -0.227 1.214 -0.099
P -3.391 0.841 0.070
Cl -3.906 0.104 1.780
Cl -3.965 -0.717 -1.193
H 1.610 -2.696 -0.214
H 2.643 -1.334 -0.316
H 2.066 -1.882 1.191
H 3.108 0.416 -0.488
H 2.285 1.056 -1.602
H 2.664 2.073 -0.191
H -0.703 -2.556 1.374
H -2.306 -1.835 0.771
H -1.209 -2.714 -0.437
H 0.245 2.863 -1.164
H -1.428 2.936 -0.369
H 0.019 3.205 0.501

## Properties
Net charge: +1
HOMO energy: -12.890 eV
Relative energy (zero: lowest compared OMol25 entry of this formula, charge and spin): 84.23 kJ/mol
Kohn-Sham gap: 9.1329 eV

natural (NBO) atomic charge list, values in e, 5 entries:
1. C 0.136
2. C 0.151
3. C 0.262
4. C -0.651
5. C -0.667

# 2
The following is a quantum chemistry calculation of a gas-phase ion, C7H12Cl2N2P (charge +1), from OMol25.

Geometry (Å):
C -0.650 -0.040 0.165
C 0.696 0.177 0.298
C 0.168 -0.263 -1.873
C -1.797 -0.026 1.118
C 1.520 0.307 1.553
C -2.279 -0.725 -1.696
C 2.526 0.377 -1.347
N -0.947 -0.368 -1.156
N 1.179 0.067 -0.999
P 0.587 -0.330 -3.631
Cl -0.964 0.780 -4.454
Cl -0.093 -2.289 -3.793
H -2.667 0.265 0.686
H -2.084 -0.865 1.658
H -1.521 0.643 1.843
H 1.147 -0.124 2.428
H 2.508 0.029 1.328
H 1.453 1.338 1.792
H -2.778 0.210 -2.210
H -2.019 -1.454 -2.379
H -2.863 -1.077 -0.982
H 2.930 1.214 -0.914
H 3.070 -0.417 -1.097
H 2.770 0.438 -2.347

## Properties
Net charge: +1
HOMO energy (spin up / spin down): -9.607 / -12.869 eV
Relative energy (zero: lowest compared OMol25 entry of this formula, charge and spin): 0.00 kJ/mol
Multiplicity: 3
Kohn-Sham gap (spin up / spin down): 5.8134 / 4.8365 eV

natural (NBO) atomic charge list, values in e, 5 entries:
1. C 0.155
2. C 0.171
3. C 0.045
4. C -0.651
5. C -0.647

# 3
The following is a quantum chemistry calculation of 2 unconnected molecules or ions with the total composition C7H12ClN2, from OMol25.

Geometry (Å):
C -1.798 -0.948 0.436
C -0.584 -1.201 -0.044
C -1.280 1.416 0.048
C -2.228 0.457 0.808
C 0.271 1.184 0.241
C 0.444 -0.247 -0.108
C 2.143 -1.001 0.953
N -1.712 2.264 -0.765
N 1.173 -0.373 -1.552
Cl 3.464 -1.414 -0.134
H -2.492 -1.796 0.635
H -0.306 -2.204 -0.410
H -3.272 0.627 0.440
H -2.108 0.668 1.921
H 0.752 1.791 -0.479
H 0.502 1.431 1.245
H 1.711 -1.914 1.357
H 2.461 -0.255 1.719
H -1.034 2.919 -1.027
H 2.159 -0.498 -1.116
H 1.010 0.345 -2.157
H 0.723 -1.252 -2.010

## Properties
Net charge: +1
HOMO energy: -12.914 eV
Relative energy (zero: lowest compared OMol25 entry of this formula, charge and spin): 265.94 kJ/mol
Kohn-Sham gap: 9.0087 eV

natural (NBO) atomic charge list, values in e, 5 entries:
1. C -0.034
2. C -0.392
3. C 0.342
4. C -0.529
5. C -0.560

# 4
The following is a quantum chemistry calculation of a molecular structure, C7H12CoO5, from OMol25.

Geometry (Å):
O -0.709 2.278 -0.952
C -1.735 2.315 -0.239
C -2.112 1.136 0.534
O -1.507 0.039 -0.116
C -2.271 -1.102 -0.510
C -1.357 -2.237 -0.924
O -0.944 -3.042 0.147
C 0.231 -2.662 0.819
H -2.423 3.174 -0.253
H -3.205 1.031 0.599
H -2.902 -0.795 -1.357
H -2.914 -1.388 0.335
H -1.944 -2.893 -1.581
H -0.496 -1.919 -1.541
H 0.615 -3.548 1.337
H 1.023 -2.277 0.153
H -0.032 -1.918 1.589
O 2.198 0.447 -1.251
C 2.893 0.851 -0.204
C 2.258 0.982 1.042
O 1.139 0.220 1.094
Co 0.395 0.546 -0.611
H 3.979 0.996 -0.297
H 2.925 0.909 1.918
H -1.364 1.233 1.806

## Properties
HOMO energy (spin up / spin down): -6.094 / -6.078 eV
Multiplicity: 4
Kohn-Sham gap (spin up / spin down): 5.0581 / 4.9963 eV

natural (NBO) atomic charge list, values in e, 5 entries:
1. O -0.570
2. C 0.405
3. C -0.175
4. O -0.602
5. C -0.087

Electronic energy for the records above, in order: -44761.1208, -44757.1319, -22946.1763, -55312.3931 eV
Molar mass for the records above, in order: 226.07, 226.07, 159.64, 235.10 u